{"formula": "C22H21Cl5CsN5O4S2", "method": "ωB97M-V/def2-TZVPD", "elements": ["Cs", "C", "C", "N", "C", "C", "S", "C", "C", "N", "H", "H", "H", "H", "H", "H", "H", "H", "H", "H", "H", "H", "H", "H", "Cl", "C", "C", "C", "Cl", "C", "Cl", "C", "Cl", "C", "Cl", "O", "C", "O", "C", "C", "N", "N", "C", "C", "O", "O", "H", "H", "H", "S", "C", "C", "C", "C", "C", "N", "H", "H", "H", "H"], "xyz": [[0.935897, -0.665103, 1.020032], [-2.689121, -1.891699, -0.789214], [-2.529792, -0.490283, -1.400221], [-1.250507, -0.294070, -2.024815], [-0.962762, -1.074352, -3.196061], [0.455361, -1.621498, -3.276159], [1.058534, -2.568095, -1.864917], [-0.256218, -3.760160, -1.497444], [-0.949563, -3.570561, -0.140321], [-1.559517, -2.272635, 0.020926], [-3.633465, -1.908415, -0.225713], [-2.813959, -2.625466, -1.592113], [-3.390380, -0.334175, -2.084895], [-2.632697, 0.252907, -0.604923], [-0.918421, 0.657615, -2.054964], [-1.669058, -1.908384, -3.222764], [-1.142463, -0.517789, -4.133588], [0.552778, -2.190002, -4.206540], [1.154819, -0.780941, -3.320055], [-0.984135, -3.745011, -2.312204], [0.171751, -4.765953, -1.506164], [-1.657340, -4.411000, -0.018958], [-0.216819, -3.670737, 0.666785], [-1.679235, -2.023450, 0.993598], [-3.213130, 2.901678, 1.455224], [-1.764852, 3.837582, 1.352397], [-0.631506, 3.357499, 1.984212], [0.538261, 4.092191, 1.905092], [1.945295, 3.469973, 2.686072], [0.592727, 5.294814, 1.204267], [2.057978, 6.191141, 1.114276], [-0.558012, 5.761828, 0.574397], [-0.513563, 7.249604, -0.297298], [-1.742851, 5.033851, 0.646678], [-3.164961, 5.617654, -0.137302], [0.085560, -1.050570, 7.639219], [0.393309, -1.587824, 6.398175], [1.067290, -2.581210, 6.359481], [-0.145593, -0.837130, 5.276697], [-0.609330, 0.491647, 5.246570], [-1.021350, 0.821379, 4.033319], [-0.847416, -0.267515, 3.225382], [-0.322196, -1.267959, 3.947700], [-0.063839, -2.637361, 3.295537], [-0.875278, -3.539058, 3.532873], [0.918656, -2.674171, 2.491682], [-0.555867, -0.348263, 7.481415], [-0.612004, 1.233421, 6.038897], [-0.662397, 2.429210, 2.558700], [1.873308, 1.875135, -2.643058], [3.228383, 1.808304, -1.551983], [4.302327, 2.724955, -1.678997], [5.355006, 2.694823, -0.796956], [5.372196, 1.740093, 0.226720], [4.304566, 0.861392, 0.258807], [3.290370, 0.868962, -0.594659], [4.259536, 3.460183, -2.471229], [6.159943, 3.416214, -0.898628], [6.161062, 1.681875, 0.964403], [4.256304, 0.103796, 1.040665]], "forces_ev_per_angstrom": [[0.6343, 1.8048, -1.6336], [0.0497, -0.1051, -0.0393], [-0.1972, 0.1314, -0.0017], [0.1305, -0.1240, 0.1342], [-0.2240, 0.0290, -0.1353], [0.0534, 0.2116, -0.0943], [0.1117, -0.2222, 0.0052], [-0.2577, -0.1841, 0.0160], [0.0645, 0.0031, -0.0135], [-0.0239, 0.1596, 0.1948], [0.0053, 0.0065, -0.0207], [0.0264, -0.0054, 0.0045], [0.0486, 0.0164, 0.0298], [0.0481, -0.0256, 0.0212], [0.1028, -0.0309, -0.0376], [0.0068, -0.0115, -0.0122], [0.0408, -0.0040, 0.0431], [0.0320, -0.0788, 0.0606], [0.0073, -0.0003, 0.0140], [0.0193, 0.0762, -0.0214], [0.0731, 0.0522, -0.0082], [-0.0325, 0.0414, -0.0335], [-0.0356, -0.0550, -0.0493], [-0.0821, -0.1715, 0.0751], [0.0440, 0.0272, -0.0060], [-0.0854, -0.2119, 0.0518], [0.0768, 0.0317, -0.0128], [0.1045, -0.0822, -0.0008], [-0.0330, 0.0018, -0.0317], [-0.0221, -0.0546, 0.0107], [0.0028, -0.0102, 0.0047], [0.0373, 0.0297, -0.0005], [-0.0086, -0.0038, 0.0045], [-0.0337, 0.0848, -0.0733], [0.0186, -0.0230, 0.0242], [-0.0013, -0.0283, 0.0235], [-0.0574, 0.2004, -0.1244], [0.0774, -0.1271, 0.1120], [0.0126, -0.2258, -0.0918], [-0.0249, 0.0482, 0.0881], [0.0590, 0.1058, -0.1010], [-0.1906, -0.2782, 0.3708], [-0.1201, -0.0110, 0.0179], [-0.0849, 0.1660, 0.0829], [-0.0483, -0.0420, 0.0268], [-0.1414, -1.2250, 1.0706], [0.0005, 0.0193, 0.0167], [-0.0052, -0.0090, -0.0088], [-0.1214, 0.0206, 0.0471], [0.1599, 0.0532, 0.1901], [-0.1352, 0.0108, -0.5285], [0.0133, 0.1388, 0.0588], [0.0401, -0.0569, 0.0696], [-0.1089, 0.0692, -0.1325], [0.2682, 0.0491, 0.1940], [-0.3625, -0.1413, 0.1889], [-0.0208, -0.0079, 0.0022], [0.0165, -0.0197, 0.0293], [0.0260, 0.0263, -0.0226], [0.0460, -0.0387, -0.0485]], "lumo_energy_ha": 0.1323, "total_charge": -2, "energy_ha": -4543.28181, "largest_force_ha_per_bohr": 0.049, "gap_ev": 5.65}

=====

{"formula": "C2H4N4OS", "method": "ωB97M-V/def2-TZVPD", "elements": ["N", "C", "N", "N", "C", "N", "S", "O", "H", "H", "H", "H"], "xyz": [[1.950661, -1.222963, -0.107522], [1.080423, -0.193868, -0.005250], [1.337627, 1.064990, -0.035807], [0.075938, 1.662208, 0.086246], [-0.913798, 0.698182, 0.036102], [-2.166914, 0.875580, -0.006912], [-3.255493, -0.418495, -0.015808], [-0.232838, -0.505992, 0.083926], [1.682075, -2.042496, 0.414438], [2.920761, -0.973759, 0.028944], [-0.069172, 2.536785, -0.338350], [-2.409265, -1.480175, -0.140008]], "forces_ev_per_angstrom": [[0.3934, -0.5859, 0.1176], [0.2055, 1.4444, -0.0223], [-0.0329, -0.5356, -0.0431], [-0.2571, -1.3019, 0.4602], [-0.3537, 0.5221, 0.1030], [0.7612, -0.2191, 0.0033], [0.2760, -0.3284, -0.0414], [-0.4816, -0.3376, -0.0267], [-0.0207, -0.0772, -0.0506], [-0.1711, 0.1041, -0.0550], [-0.0400, 0.9966, -0.4859], [-0.2790, 0.3186, 0.0409]], "lumo_energy_ha": 0.0219, "energy_ha": -771.03264, "largest_force_ha_per_bohr": 0.028, "smiles": "Nc1n[nH]/c(=N/S)o1", "gap_ev": 8.41}

=====

{"formula": "C20H18FN5O4S", "method": "ωB97M-V/def2-TZVPD", "elements": ["C", "N", "C", "C", "N", "C", "O", "C", "C", "C", "C", "C", "C", "O", "C", "O", "N", "N", "C", "S", "C", "C", "O", "N", "C", "C", "C", "C", "C", "C", "F", "H", "H", "H", "H", "H", "H", "H", "H", "H", "H", "H", "H", "H", "H", "H", "H", "H", "H"], "xyz": [[0.920597, -3.518654, 1.382687], [1.464605, -2.813457, 0.255918], [0.974446, -2.706592, -1.020659], [-0.332215, -3.244920, -1.489103], [-1.370287, -2.240130, -1.361496], [-2.161809, -2.178508, -0.261998], [-2.092092, -3.006763, 0.630910], [-3.135672, -1.054239, -0.229392], [-3.614027, -0.442096, -1.381960], [-4.547454, 0.588527, -1.324067], [-4.975121, 0.981699, -0.078296], [-4.505342, 0.363082, 1.084763], [-3.593734, -0.658146, 1.035403], [-5.099148, 0.939191, 2.173047], [-5.962932, 1.932775, 1.665429], [-5.870448, 1.955220, 0.255193], [1.771344, -1.977927, -1.748076], [2.801434, -1.589793, -0.984620], [2.617567, -2.094160, 0.213652], [3.681472, -1.881977, 1.568945], [4.976080, -0.871760, 0.770580], [4.631718, 0.614736, 0.784501], [5.216095, 1.393958, 1.502341], [3.623720, 0.924256, -0.066691], [3.008460, 2.166242, -0.218429], [3.610532, 3.373667, 0.124827], [2.942167, 4.569149, -0.069721], [1.667911, 4.590446, -0.609771], [1.046060, 3.400479, -0.950353], [1.716886, 2.213581, -0.747804], [1.091481, 1.048656, -1.058392], [1.244978, -4.561377, 1.369367], [-0.169751, -3.475321, 1.352135], [1.280097, -3.049075, 2.297413], [-0.240913, -3.524127, -2.540914], [-0.634331, -4.108535, -0.892927], [-1.280342, -1.432366, -1.956777], [-3.289812, -0.783015, -2.352924], [-4.926008, 1.058825, -2.215799], [-3.234719, -1.152926, 1.921980], [-5.674079, 2.916175, 2.068592], [-6.999915, 1.708745, 1.962259], [5.097269, -1.250770, -0.243083], [5.876425, -1.033464, 1.361774], [3.219878, 0.150502, -0.607867], [4.599301, 3.359990, 0.551278], [3.426760, 5.493993, 0.202792], [1.153326, 5.526279, -0.761864], [0.049545, 3.379948, -1.362821]], "forces_ev_per_angstrom": [[-0.2204, -0.4345, 0.4248], [0.4560, 0.5678, -0.5499], [0.1436, -0.0791, -0.0109], [-0.0658, -0.0175, 0.0800], [0.0211, -0.0387, -0.2518], [-0.0472, 0.1100, -0.3042], [-0.0505, -0.1103, 0.2578], [-0.2235, 0.1743, 0.0133], [0.1745, -0.1613, 0.1626], [-0.2423, 0.2995, 0.2063], [0.2755, -0.3591, 0.3306], [-0.0463, 0.1067, -0.5808], [-0.1678, 0.1768, 0.0993], [0.3342, -0.3542, -0.0066], [-0.7483, 0.7579, 0.7335], [0.1943, -0.1651, -0.4797], [-0.9320, -0.4207, -0.7758], [0.5926, -0.0074, 0.6762], [0.0046, -0.0189, -0.1820], [0.2241, -0.0032, 0.2719], [-0.2010, -0.1039, 0.1290], [-0.0087, -0.3440, -0.1224], [0.2018, 0.1649, 0.2326], [-0.3121, -0.1311, -0.3557], [-0.1665, 0.2247, 0.0454], [0.0389, -0.0183, -0.0072], [-0.0690, 0.0633, -0.0313], [0.0113, 0.0290, 0.0245], [0.0680, -0.1803, -0.0048], [0.0040, 0.1206, 0.0641], [0.2085, 0.1063, 0.0471], [0.0055, 0.0398, 0.0575], [0.1655, 0.0135, 0.0402], [-0.0660, -0.0169, -0.0015], [0.0379, -0.0389, 0.1634], [0.0189, 0.0470, -0.1859], [-0.0638, 0.0240, 0.1009], [0.0317, -0.0524, -0.0873], [-0.0522, 0.0530, -0.1221], [0.0418, -0.0728, 0.1078], [0.0105, -0.2494, -0.1385], [0.2570, -0.0241, -0.1174], [0.0934, 0.0133, 0.0127], [-0.0807, 0.0638, -0.0744], [0.2189, 0.1407, 0.1357], [0.0285, -0.0186, 0.0058], [0.0510, 0.0806, 0.0257], [-0.0527, 0.0860, -0.0153], [-0.0969, -0.0430, -0.0431]], "lumo_energy_ha": 0.0198, "energy_ha": -1845.76759, "largest_force_ha_per_bohr": 0.025, "smiles": "Cn1c(CNC(=O)c2ccc3c(c2)OCO3)nnc1SCC(=O)Nc1ccccc1F", "gap_ev": 9.01}